*1*
DFT (ωB97M-V with the def2-TZVPD basis set) results for a structure of composition CH3NOS2.

```
8
Properties=species:S:1:pos:R:3:mulliken_charge:R:1
C 0.46479 -0.07429 -0.91022 -0.332
N -0.48927 -0.38660 0.19055 -0.281
O -0.75471 0.06806 2.64720 -0.414
S 1.75521 0.96206 -0.29068 -0.330
S -0.24687 0.68677 1.46632 0.525
H 0.80466 -1.07172 -1.33199 0.256
H -0.13741 0.34485 -1.62686 0.303
H -1.39640 -0.52914 -0.14432 0.272
```



*2*
DFT (ωB97M-V with the def2-TZVPD basis set) results for the molecule CH3NOS2.

```
8
Properties=species:S:1:pos:R:3:mulliken_charge:R:1
C 1.39193 0.90089 0.04712 -0.884
N -0.73950 -0.57126 -0.02043 -0.287
O -3.13669 -1.68336 0.86147 -0.362
S 0.35189 -0.17746 -1.05142 0.150
S -2.39863 -1.54272 -0.35020 0.417
H 0.65768 1.31863 0.63600 0.304
H 1.84852 1.50477 -0.60071 0.359
H 2.02479 0.25051 0.47817 0.303
```



It is *2* that is the least stable of them.



*1*
DFT (ωB97M-V with the def2-TZVPD basis set) results for the ion C7H12N3O with charge +1.

charge	+1
structure (SMILES)	C[C@H]1C#[N+][C@@H](CN=O)NCC1

```
23
Properties=species:S:1:pos:R:3:mulliken_charge:R:1
C 0.22807 0.38821 1.13091 0.588
C 1.01726 -0.30451 -0.76962 -0.645
C 0.20591 -1.54938 -0.41601 -0.980
C 1.37312 0.77067 0.41644 0.297
C -1.83152 -0.86192 1.02227 -0.120
C 1.47378 2.18877 -0.03021 -1.412
C -3.05786 -0.20704 0.71232 -0.747
N -0.82453 -0.00751 1.40202 0.064
N -2.89277 0.48822 -0.57044 0.106
N -1.26722 -1.54334 -0.44798 -0.349
O -3.21814 1.65515 -0.60984 -0.332
H 1.99930 -0.63799 -1.09670 0.431
H 0.62651 0.25127 -1.58595 0.418
H 0.41048 -2.30061 -1.12105 0.462
H 0.57716 -2.10159 0.57963 0.340
H 2.36778 0.54097 0.81247 0.312
H -1.92249 -1.77862 1.73964 0.290
H 0.43982 2.54093 -0.54784 0.295
H 2.23152 2.43770 -0.73018 0.408
H 1.60469 2.76072 0.89980 0.373
H -3.47451 0.60384 1.48616 0.384
H -3.82709 -0.92912 0.58767 0.421
H -1.67727 -0.94649 -1.11469 0.397
```



*2*
DFT (ωB97M-V with the def2-TZVPD basis set) results for the ion C7H12N3O with charge +1.

charge	+1
structure (SMILES)	C[C@@]1(C2CC2)NC(=O)NC1=[NH2+]

```
23
Properties=species:S:1:pos:R:3:mulliken_charge:R:1
C -1.48876 -0.13107 -0.66973 0.348
C -1.50000 0.85685 1.43307 0.214
C 2.17897 -0.68470 0.52821 -0.573
C 1.11345 -1.66475 0.89214 -0.599
C 0.91301 -0.62866 -0.30358 -0.501
C 0.07711 0.61261 -0.22996 0.687
C 0.47139 1.79147 -1.09480 -1.398
N -2.14959 0.04752 0.49723 -0.124
N -0.26102 1.00881 1.10408 -0.018
N -1.73730 -1.04130 -1.56615 -0.331
O -1.98327 1.10102 2.50420 -0.572
H 2.40923 0.32223 0.87425 0.240
H 3.10978 -1.18995 0.14195 0.276
H 1.44847 -2.69881 0.69060 0.305
H 0.51497 -1.39823 1.76680 0.247
H 1.06390 -0.84590 -1.35310 0.554
H 1.35717 2.32768 -0.71846 0.372
H -0.36985 2.41624 -1.39583 0.366
H 0.83215 1.39090 -1.96791 0.440
H -3.07639 -0.20373 0.86972 0.274
H 0.36613 1.63991 1.57868 0.247
H -1.05471 -1.14967 -2.30013 0.279
H -2.23483 -1.87848 -1.28128 0.269
```



*3*
DFT (ωB97M-V with the def2-TZVPD basis set) results for the ion C7H12N3O with charge +1.

charge	+1
structure (SMILES)	C=C(C)[NH2+]Cc1conc1N

```
23
Properties=species:S:1:pos:R:3:mulliken_charge:R:1
C -1.23689 -0.44738 0.10500 0.615
C -1.69349 0.32274 -0.89085 -0.594
C -1.90425 -0.00448 1.30566 0.330
C -0.03504 -1.35950 -0.02700 -0.759
C 1.49815 0.57365 -0.55235 0.531
C 1.08252 1.81654 -0.25907 -0.837
C 2.20501 -0.01999 -1.75662 -1.274
N -2.77020 0.86531 0.93189 -0.554
N -1.69210 -0.26863 2.59231 -0.506
N 1.25411 -0.55381 0.36059 0.043
O -2.74792 1.08729 -0.39640 -0.126
H -0.20795 -2.13356 0.79140 0.424
H -0.19312 -1.82767 -1.05577 0.348
H -1.52063 0.22491 -1.94622 0.431
H 1.26163 2.66698 -0.89336 0.321
H 0.45997 1.96202 0.59142 0.270
H 3.00146 0.68702 -2.18629 0.363
H 1.36114 -0.18860 -2.47046 0.258
H 2.63655 -0.98322 -1.58579 0.382
H -1.55641 -1.25930 2.76089 0.261
H -2.48148 0.05842 3.11192 0.314
H 1.23190 -0.16437 1.27356 0.401
H 2.04703 -1.05437 0.19556 0.357
```



It is *1* that is the least stable of them.



*1*
DFT (ωB97M-V with the def2-TZVPD basis set) results for the molecule C3H7NO4S.

```
16
Properties=species:S:1:pos:R:3:mulliken_charge:R:1
C -0.55724 -0.50321 0.51019 0.113
C 0.90929 -0.60248 0.92802 -1.080
C -0.89693 0.85857 -0.08341 0.597
H -0.47825 -1.56828 -1.17762 0.305
H -1.94117 -1.62077 -0.47147 0.290
H -1.14148 -0.54787 1.42841 0.511
H 1.10765 -1.60742 1.24949 0.446
H 1.16689 0.07361 1.76102 0.410
H 1.56067 1.83698 0.02775 0.417
H -2.16809 1.73582 -1.07808 0.369
N -0.93498 -1.64971 -0.30156 -0.718
O 2.42030 1.32431 -0.02826 -0.461
O 1.20127 -0.24079 -1.65452 -0.588
O -2.02953 0.83884 -0.78394 -0.450
O -0.28352 1.88529 0.11798 -0.701
S 2.06512 -0.21290 -0.44399 0.540
```



*2*
DFT (ωB97M-V with the def2-TZVPD basis set) results for a cluster of 2 separate species, C3H7NO4S in total.

```
16
Properties=species:S:1:pos:R:3:mulliken_charge:R:1
C 0.41778 -0.16365 0.43447 -0.360
C 1.61674 -0.34151 -0.27812 0.442
C -1.41473 -0.65139 -0.65301 -0.230
N 2.73340 0.51694 0.08134 -0.473
O -2.50885 0.27717 1.47849 -0.563
O -1.65744 1.87258 -0.35257 -0.513
O 1.23802 -1.30728 0.67202 -0.445
O -1.52926 -1.95487 -0.39915 -0.502
S -2.58109 0.49347 0.01251 0.546
H -0.08452 0.56353 1.09946 0.297
H 1.78427 -0.80138 -1.32125 0.296
H -1.09909 -0.40540 -1.67842 0.432
H -2.04388 2.77848 -0.28866 0.331
H 3.62584 0.33289 -0.30640 0.182
H 2.75456 0.95022 0.95831 0.177
H -1.25175 -2.15980 0.54097 0.383
```



It is *2* that is the least stable of them.



*1*
DFT (ωB97M-V with the def2-TZVPD basis set) results for a structure of composition C4H5Br2N.

```
12
Properties=species:S:1:pos:R:3:mulliken_charge:R:1
C -1.01303 -0.14027 -1.40180 0.565
C 1.44775 0.30169 0.19081 -1.003
C 0.20427 -0.32364 0.61131 -0.283
C -1.01511 0.21140 -0.08556 -0.434
N -1.10519 -0.47381 -2.48652 -0.365
Br -1.54909 1.95287 0.39596 0.052
Br -2.85070 -1.39716 0.41633 -0.179
H 2.09984 -0.34776 -0.49011 0.276
H 2.03296 0.47385 1.07867 0.342
H 1.41904 1.34824 -0.30774 0.289
H 0.15098 -1.36072 0.38173 0.388
H 0.17828 -0.24467 1.69691 0.352
```



*2*
DFT (ωB97M-V with the def2-TZVPD basis set) results for the molecule C4H5Br2N.

```
12
Properties=species:S:1:pos:R:3:mulliken_charge:R:1
C -0.52505 0.41776 -0.04010 0.709
C 0.73227 -0.40563 0.21895 -0.274
C 1.68037 0.44604 -0.55003 -0.343
C -1.92084 -0.02677 0.21608 -0.974
N -0.14385 1.57177 -0.31099 -0.593
Br 1.04274 -2.35183 -0.18859 -0.158
Br 3.44739 0.68207 0.24048 -0.111
H 0.80838 -0.36691 1.24177 0.403
H 1.63968 0.45174 -1.57294 0.472
H -2.51684 0.71661 0.90290 0.292
H -1.94434 -1.11392 0.59153 0.270
H -2.29993 -0.02093 -0.74907 0.307
```



It is *2* that is the least stable of them.



*1*
DFT (ωB97M-V with the def2-TZVPD basis set) results for a cluster of 2 separate species, C7H9N2O2 in total.

charge	+1

```
20
Properties=species:S:1:pos:R:3:mulliken_charge:R:1
C -1.22581 -1.88169 2.09753 -0.073
C -1.09939 -0.57023 2.61727 -0.502
C -0.47884 -2.32134 1.01034 -0.864
C -0.20867 0.34238 2.07635 -0.426
C 0.31508 -1.32117 0.43534 0.099
C 0.56296 -0.05007 0.95209 0.923
C 1.46177 0.74266 0.24469 -1.043
N 0.66211 1.40203 -1.88301 0.435
N 0.39312 2.38997 -2.54553 -0.437
O 0.45030 0.13996 -2.28840 -0.331
O -0.49008 2.22747 -3.54205 -0.382
H -2.01336 -2.47336 2.49027 0.388
H -1.82012 -0.53574 3.42567 0.350
H -0.61267 -3.22507 0.50524 0.433
H 0.03241 1.26088 2.54095 0.438
H 0.77437 -1.42887 -0.56384 0.308
H 1.75203 1.75600 0.20754 0.372
H 2.06555 0.31523 -0.51339 0.526
H 0.00327 0.18852 -3.17955 0.367
H -0.52404 3.04243 -4.08751 0.417
```



*2*
DFT (ωB97M-V with the def2-TZVPD basis set) results for a structure of composition C7H9N2O2.

charge	+1

```
20
Properties=species:S:1:pos:R:3:mulliken_charge:R:1
C 1.18395 -2.26238 -1.47788 -0.584
C 0.49167 -0.94125 -1.97658 1.161
C -0.93773 -1.80624 -1.51957 -0.291
C -1.20496 -1.71761 -3.13188 0.330
C -1.33142 0.68896 0.74814 -1.209
C 0.68420 1.66557 -0.00068 -1.629
C -0.03906 0.28537 0.09690 0.590
N -0.23378 -0.10186 -1.30279 -0.109
N -0.02380 -2.74621 -1.22777 0.019
O -2.04179 -2.11901 -3.81758 -0.335
O -0.01963 -1.09059 -3.32772 -0.277
H 2.12511 -2.75161 -1.36351 0.431
H -2.28510 0.10650 0.54029 0.332
H -1.58917 1.74261 0.80602 0.368
H -1.09336 0.27626 1.83744 0.313
H 0.65243 2.13227 1.06039 0.408
H 0.20674 2.30631 -0.66736 0.495
H 1.78794 1.53370 -0.36512 0.347
H 0.65875 -0.33796 0.69799 0.351
H -0.40973 -3.65565 -0.96006 0.289
```



It is *2* that is the least stable of them.